(1)
{
  "formula": "C20H19N4O7PtSb",
  "method": "ωB97M-V/def2-TZVPD",
  "multiplicity": 1,
  "gap_ev": 5.99,
  "species": ["Pt", "C", "C", "C", "C", "N", "C", "C", "C", "C", "C", "C", "N", "H", "H", "H", "H", "H", "H", "H", "H", "O", "C", "O", "C", "C", "C", "C", "C", "C", "O", "N", "O", "O", "N", "O", "O", "H", "H", "C", "Sb", "C", "C", "H", "H", "H", "H", "H", "H", "H", "H", "H"],
  "positions_angstrom": [[-0.086, -0.411, -0.861], [4.077, -0.320, -1.419], [4.601, -0.318, -0.107], [3.755, -0.342, 0.962], [2.351, -0.378, 0.768], [1.879, -0.425, -0.530], [2.716, -0.367, -1.563], [1.382, -0.365, 1.798], [1.660, -0.328, 3.191], [0.640, -0.312, 4.097], [-0.700, -0.314, 3.651], [-0.923, -0.342, 2.294], [0.064, -0.385, 1.416], [4.722, -0.269, -2.279], [5.670, -0.286, 0.035], [4.145, -0.320, 1.968], [2.248, -0.360, -2.544], [2.687, -0.307, 3.519], [0.844, -0.284, 5.156], [-1.522, -0.287, 4.345], [-1.927, -0.335, 1.886], [-4.027, 0.375, -0.687], [-2.857, 0.593, -0.938], [-2.061, -0.374, -1.265], [-2.360, 2.033, -0.897], [-3.343, 2.996, -0.790], [-3.033, 4.353, -0.767], [-1.710, 4.760, -0.766], [-0.702, 3.820, -0.848], [-0.984, 2.417, -0.973], [0.000, 1.621, -1.155], [0.649, 4.305, -0.790], [0.796, 5.513, -0.760], [1.567, 3.514, -0.748], [-4.073, 5.338, -0.754], [-3.739, 6.505, -0.759], [-5.221, 4.948, -0.754], [-4.375, 2.680, -0.728], [-1.456, 5.807, -0.695], [-1.779, -4.174, -1.668], [-0.140, -3.033, -0.908], [-0.010, -4.044, 0.982], [1.473, -4.139, -1.802], [-1.564, -5.228, -1.519], [-1.916, -3.967, -2.722], [-2.678, -3.895, -1.131], [-0.017, -5.114, 0.798], [-0.855, -3.779, 1.606], [0.910, -3.771, 1.487], [1.277, -5.195, -1.650], [2.407, -3.873, -1.322], [1.542, -3.934, -2.864]]
}

***

(2)
{
  "formula": "C2H4BrOP",
  "method": "ωB97M-V/def2-TZVPD",
  "multiplicity": 1,
  "gap_ev": [8.98, 5.91],
  "species": ["C", "C", "O", "P", "Br", "H", "H", "H", "H"],
  "positions_angstrom": [[-0.082, 0.079, -0.012], [-0.610, -0.661, -1.163], [0.234, 2.190, -3.767], [-0.013, 0.943, -4.499], [0.534, -0.839, -2.624], [0.978, 0.215, 0.039], [-0.652, -0.343, 0.971], [-0.334, 1.086, -0.104], [-1.016, -1.531, -0.783]]
}

***

(3)
{
  "formula": "C22H22CrN9O3S3Se",
  "method": "ωB97M-V/def2-TZVPD",
  "multiplicity": 4,
  "s2": 3.81,
  "gap_ev": [6.69, 6.83],
  "species": ["Cr", "S", "C", "C", "C", "C", "N", "C", "C", "C", "S", "C", "N", "H", "H", "C", "N", "C", "C", "N", "C", "S", "C", "C", "C", "C", "C", "N", "H", "H", "H", "H", "H", "H", "H", "H", "H", "C", "N", "C", "C", "N", "C", "C", "Se", "H", "H", "H", "H", "H", "H", "H", "H", "O", "N", "O", "O", "N", "H", "H", "H"],
  "positions_angstrom": [[10.181, 12.856, 8.602], [9.284, 10.986, 7.580], [8.745, 10.124, 9.001], [8.548, 8.731, 8.914], [8.154, 7.915, 9.999], [8.050, 6.479, 9.790], [7.994, 5.410, 9.430], [7.896, 8.569, 11.241], [8.027, 9.945, 11.323], [8.492, 10.704, 10.268], [8.795, 12.367, 10.489], [7.481, 7.876, 12.411], [7.023, 7.461, 13.382], [8.684, 8.241, 7.916], [7.868, 10.420, 12.280], [14.064, 15.084, 6.241], [12.656, 15.448, 6.212], [12.348, 16.760, 6.052], [11.025, 16.901, 6.274], [10.492, 15.648, 6.536], [11.526, 14.728, 6.433], [11.539, 13.017, 6.613], [9.097, 15.322, 6.727], [8.218, 16.045, 5.961], [6.845, 16.002, 6.209], [6.441, 15.029, 7.159], [7.443, 14.324, 7.820], [8.757, 14.425, 7.613], [14.282, 14.501, 7.133], [14.642, 16.027, 6.195], [14.230, 14.423, 5.390], [13.056, 17.474, 5.725], [10.374, 17.754, 6.294], [8.518, 16.729, 5.245], [6.171, 16.676, 5.717], [5.414, 14.771, 7.318], [7.067, 13.765, 8.692], [14.838, 9.064, 11.213], [13.838, 9.603, 12.135], [14.081, 10.382, 13.302], [12.865, 10.505, 13.920], [11.966, 9.861, 13.114], [10.558, 9.723, 13.408], [12.549, 9.252, 12.055], [11.696, 8.304, 10.754], [14.590, 9.237, 10.137], [15.086, 7.960, 11.256], [15.797, 9.612, 11.399], [15.105, 10.734, 13.444], [12.591, 10.914, 14.942], [10.361, 9.877, 14.475], [10.239, 8.692, 13.226], [10.026, 10.457, 12.754], [13.189, 14.155, 9.577], [12.313, 14.951, 9.301], [12.586, 16.103, 9.123], [11.081, 14.591, 9.297], [11.562, 11.697, 9.506], [11.411, 10.664, 9.636], [11.808, 12.135, 10.432], [12.377, 11.927, 8.905]]
}